Run a
This record from the OMol25 dataset describes a structure of composition C6H10N2OS. The level of theory is ωB97M-V/def2-TZVPD.

## Properties
HOMO-LUMO gap (spin up / spin down) (eV): 7.6838 / 7.6833

Each line ends with the natural charge from an NBO analysis.
Atoms and positions in Å:
C  1.13  0.01  -0.60  0.42
H  -0.66  -0.08  2.23  0.26
H  -1.21  1.52  2.06  0.26
H  0.80  2.54  1.63  0.23
H  -2.84  -0.88  1.05  0.22
C  -2.50  -0.42  0.11  -0.67
C  0.67  1.55  1.19  -0.02
C  1.99  -0.27  -1.85  -0.66
N  1.39  1.26  0.13  0.07
S  1.97  -1.35  1.11  -0.29
H  1.44  0.21  -2.69  0.25
H  -3.11  0.46  -0.18  0.24
C  -1.07  -0.04  0.27  0.39
N  -0.25  -0.37  -0.64  -0.51
H  -2.83  -1.12  -0.61  0.25
C  -0.55  0.76  1.51  -0.55
H  3.12  -1.83  0.53  0.14
O  2.30  1.95  -0.32  -0.50
H  3.05  -0.27  -1.69  0.26
H  1.79  -1.42  -2.03  0.24

=====

Run b
This record from the OMol25 dataset describes the molecule C6H10N2OS. The level of theory is ωB97M-V/def2-TZVPD.

## Properties
Structure (SMILES): CC[C@@](C)(S)/N=C\C#[N+][O-]
HOMO-LUMO gap (eV): 8.8937

Each line ends with the natural charge from an NBO analysis.
Atoms and positions in Å:
C  -0.52  -0.38  0.08  0.13
O  4.39  -0.95  0.85  -0.37
S  -2.32  -1.26  -0.15  -0.09
H  1.75  -0.85  -2.45  0.21
N  3.44  -0.79  0.17  0.24
H  0.11  1.52  0.27  0.19
C  -0.91  1.10  0.22  -0.42
C  -1.63  1.81  -0.86  -0.62
H  -1.12  1.76  -1.77  0.22
H  0.86  -0.04  1.68  0.23
C  1.39  -0.62  -1.41  0.06
H  -2.25  -1.52  1.10  0.09
H  -1.49  1.28  1.08  0.22
H  -2.08  2.70  -0.55  0.22
H  -2.62  1.21  -1.02  0.21
C  2.62  -0.47  -0.60  0.07
C  0.20  -0.89  1.34  -0.66
N  0.15  -0.57  -1.13  -0.41
H  -0.58  -1.21  2.03  0.22
H  0.63  -1.85  1.11  0.23

=====

Which is most stable? The ranking, best first, is run a, run b.

=====

Run a
This record from the OMol25 dataset describes a cluster of 2 separate species, C6H10N2OS in total. The level of theory is ωB97M-V/def2-TZVPD.

## Properties
Structure (SMILES): COC#[N+][S-].CC(C)C#N
HOMO-LUMO gap (eV): 8.2490

Each line ends with the natural charge from an NBO analysis.
Atoms and positions in Å:
H  1.09  1.86  -0.61  0.22
C  0.32  1.55  -1.24  -0.58
C  1.42  -1.76  0.27  0.65
S  -0.80  -2.87  -0.94  -0.12
H  0.85  -1.40  2.46  0.25
N  -0.55  0.27  1.68  -0.39
H  0.37  2.04  -2.20  0.22
C  -0.81  0.84  0.72  0.34
H  -1.77  -0.27  -1.85  0.24
O  2.34  -1.14  0.86  -0.45
H  2.13  -0.01  2.61  0.22
H  0.58  0.43  -1.45  0.21
C  -1.10  1.39  -0.56  -0.34
H  -1.44  2.36  -0.20  0.25
H  2.65  -1.85  2.84  0.20
N  0.45  -2.34  -0.11  -0.46
H  -2.49  1.11  -2.23  0.22
H  -3.08  0.28  -0.92  0.23
C  -2.08  0.60  -1.40  -0.61
C  1.95  -1.09  2.27  -0.29

=====

Run b
This record from the OMol25 dataset describes the molecule C6H10N2OS. The level of theory is ωB97M-V/def2-TZVPD.

## Properties
Structure (SMILES): CC1=N[C@](C)(S)[N+]([O-])=CC1
HOMO-LUMO gap (eV): 9.3034

Each line ends with the natural charge from an NBO analysis.
Atoms and positions in Å:
H  -0.03  0.16  2.44  0.21
H  -0.35  1.99  2.47  0.23
N  1.54  -0.16  0.30  0.06
H  1.30  1.38  2.58  0.22
C  1.34  -1.02  -0.62  0.03
H  -2.30  -1.09  -2.15  0.22
O  2.62  -0.12  0.95  -0.54
H  -2.68  -1.76  -0.61  0.23
H  2.19  -1.63  -1.01  0.22
C  -2.42  -0.87  -1.08  -0.65
H  -0.27  -2.12  -1.78  0.23
H  -3.14  -0.13  -0.77  0.24
C  -1.05  -0.42  -0.64  0.36
C  0.36  1.09  2.21  -0.58
S  1.00  2.45  -0.21  -0.05
C  0.47  0.77  0.58  0.19
N  -0.85  0.43  0.23  -0.47
C  0.07  -1.04  -1.42  -0.54
H  0.33  -0.42  -2.23  0.25
H  1.86  2.53  0.76  0.13

=====

Which is most stable? The ranking, best first, is run b, run a.

=====

Run a
This record from the OMol25 dataset describes the molecule H2N2O3S2. The level of theory is ωB97M-V/def2-TZVPD.

## Properties
HOMO-LUMO gap (eV): 9.4764

Each line ends with the natural charge from an NBO analysis.
Atoms and positions in Å:
O  0.45  -2.28  0.02  -0.91
H  -1.91  -1.75  -0.01  0.39
N  0.75  2.38  -0.01  -0.98
S  1.43  1.07  0.10  1.55
O  0.70  -0.24  1.17  -0.91
H  -0.27  2.52  -0.38  0.44
N  -1.57  -0.80  0.05  -1.13
S  -0.06  -0.98  0.06  2.42
O  0.48  0.09  -0.99  -0.87

=====

Run b
This record from the OMol25 dataset describes the molecule H2N2O3S2. The level of theory is ωB97M-V/def2-TZVPD.

## Properties
HOMO-LUMO gap (eV): 9.9569

Each line ends with the natural charge from an NBO analysis.
Atoms and positions in Å:
N  0.12  0.44  -0.15  -0.94
H  0.49  -0.51  -0.43  0.40
S  -4.36  -0.77  0.02  1.54
N  -2.81  -0.79  0.11  -1.05
O  -4.86  0.54  -0.02  -0.83
O  -2.01  1.08  -1.33  -0.93
H  -0.02  0.98  -1.03  0.40
S  -1.67  0.59  -0.02  2.30
O  -1.99  1.34  1.13  -0.88

=====

Which is most stable? The ranking, best first, is run b, run a.

=====

Run a
This record from the OMol25 dataset describes a structure of composition C3H9N2. The level of theory is ωB97M-V/def2-TZVPD.

## Properties
HOMO-LUMO gap (eV): 10.9236
Charge: +1

Each line ends with the natural charge from an NBO analysis.
Atoms and positions in Å:
C  0.10  0.13  0.68  0.12
H  0.73  0.62  -1.43  0.45
H  1.89  0.71  -0.30  0.44
H  -1.38  1.81  1.20  0.26
N  0.00  -1.34  0.48  -0.61
H  -2.09  0.33  1.08  0.26
H  -1.55  1.11  -0.38  0.23
C  -1.24  0.92  0.62  -0.67
C  0.99  -1.20  -0.57  -0.07
N  1.03  0.28  -0.52  -0.54
H  0.72  -1.67  -1.57  0.24
H  2.04  -1.68  -0.40  0.23
H  0.65  0.31  1.70  0.25
H  -1.03  -1.66  0.21  0.41

=====

Run b
This record from the OMol25 dataset describes the ion C3H9N2 with charge +1. The level of theory is ωB97M-V/def2-TZVPD.

## Properties
Structure (SMILES): C/C([NH3+])=C/N
HOMO-LUMO gap (eV): 9.8125
Charge: +1

Each line ends with the natural charge from an NBO analysis.
Atoms and positions in Å:
H  -0.34  2.40  -0.64  0.29
H  -1.01  2.20  1.02  0.25
H  0.77  2.07  0.82  0.27
H  -0.88  -0.16  2.12  0.44
C  -0.23  1.79  0.34  -0.73
N  -0.37  -0.55  1.31  -0.75
H  -0.75  -1.49  1.15  0.44
C  -0.39  0.41  -0.07  0.17
C  0.02  -0.44  -1.11  0.02
N  0.85  -1.62  -1.04  -0.89
H  0.48  -2.47  -1.59  0.41
H  1.68  -1.40  -1.65  0.41
H  0.60  -0.55  1.43  0.43
H  -0.41  -0.18  -2.10  0.22

=====

Which is most stable? The ranking, best first, is run a, run b.

=====

Run a
This record from the OMol25 dataset describes a cluster of 2 separate species, C3H9N2 in total. The level of theory is ωB97M-V/def2-TZVPD.

## Properties
HOMO-LUMO gap (eV): 11.2152
Charge: +1

Each line ends with the natural charge from an NBO analysis.
Atoms and positions in Å:
H  -1.83  0.55  0.92  0.43
H  0.71  -1.78  2.38  0.17
C  1.45  -1.57  1.62  0.06
H  2.40  -2.06  1.83  0.20
H  1.80  -0.73  -0.06  0.38
H  -0.35  -0.14  0.57  0.47
H  0.12  1.58  -2.70  0.25
H  -1.90  -0.52  -0.37  0.44
N  1.09  -0.81  0.67  -0.67
C  -0.03  1.23  -1.68  -0.34
C  -1.11  1.27  -0.92  -0.06
H  -1.91  1.98  -1.03  0.23
N  -1.35  0.20  0.09  -0.76
H  0.91  0.82  -1.31  0.20

=====

Run b
This record from the OMol25 dataset describes a cluster of 2 separate species, C3H9N2 in total. The level of theory is ωB97M-V/def2-TZVPD.

## Properties
HOMO-LUMO gap (spin up / spin down) (eV): 4.3034 / 5.1928
Charge: +1

Each line ends with the natural charge from an NBO analysis.
Atoms and positions in Å:
H  2.39  1.41  0.25  0.29
H  -3.25  -1.25  0.12  0.37
H  -1.68  -1.92  0.30  0.40
H  3.68  0.37  -0.49  0.30
C  2.79  0.40  0.15  -0.79
H  3.17  0.12  1.15  0.36
N  -2.41  1.16  -0.16  -0.78
C  1.81  -0.57  -0.24  0.26
N  -2.25  -1.10  0.15  -0.79
H  2.10  -1.51  -0.68  0.21
H  -3.43  1.15  -0.20  0.37
H  0.75  -0.38  -0.10  0.24
C  -1.70  0.08  0.02  0.16
H  -1.96  2.05  -0.26  0.41

=====

Run c
This record from the OMol25 dataset describes a cluster of 2 separate species, C3H9N2 in total. The level of theory is ωB97M-V/def2-TZVPD.

## Properties
HOMO-LUMO gap (eV): 9.7800
Charge: +1

Each line ends with the natural charge from an NBO analysis.
Atoms and positions in Å:
H  0.09  1.87  1.12  0.22
C  -0.88  -0.77  -1.30  0.18
H  1.64  -1.12  1.97  0.20
C  1.14  -1.07  1.01  -0.01
H  0.97  -2.05  0.55  0.18
H  -2.24  0.86  -1.16  0.44
H  -2.50  -0.38  -0.01  0.44
H  -0.58  -1.75  -0.96  0.22
H  -0.50  -0.50  -2.24  0.22
N  -1.97  -0.17  -0.86  -0.67
C  1.04  1.50  0.64  -0.42
H  1.23  2.00  -0.33  0.23
H  1.89  1.59  1.23  0.22
N  0.68  -0.02  0.33  -0.44

=====

Which is most stable? The ranking, best first, is run a, run c, run b.

=====

Run a
This record from the OMol25 dataset describes the ion C3H9N2 with charge +1. The level of theory is ωB97M-V/def2-TZVPD.

## Properties
Structure (SMILES): CC/[NH+]=C/N
HOMO-LUMO gap (eV): 10.4771
Charge: +1

Each line ends with the natural charge from an NBO analysis.
Atoms and positions in Å:
H  -1.82  -0.44  -0.54  0.22
H  -0.72  -0.04  2.24  0.22
H  2.92  -0.06  -1.90  0.44
H  2.41  1.18  -0.73  0.44
C  -1.48  0.12  1.52  -0.62
N  0.06  0.31  -0.43  -0.55
H  -2.45  -0.30  1.83  0.25
C  1.19  -0.33  -0.88  0.41
C  -1.03  -0.40  0.22  -0.23
N  2.32  0.26  -1.20  -0.68
H  -1.60  1.18  1.48  0.22
H  0.86  -1.35  -1.30  0.24
H  -0.56  -1.34  0.55  0.22
H  -0.09  1.20  -0.87  0.42

=====

Run b
This record from the OMol25 dataset describes the ion C3H9N2 with charge +1. The level of theory is ωB97M-V/def2-TZVPD.

## Properties
Structure (SMILES): C[NH+]1CNC1
HOMO-LUMO gap (eV): 11.1430
Charge: +1

Each line ends with the natural charge from an NBO analysis.
Atoms and positions in Å:
N  -1.80  -0.02  0.02  -0.54
C  -0.67  -0.90  0.06  -0.08
H  -0.86  1.96  0.54  0.23
H  1.85  -0.19  -1.15  0.26
H  2.13  0.73  0.52  0.25
H  0.29  0.10  1.53  0.46
H  -2.25  0.05  -0.81  0.37
H  -0.35  1.42  -1.06  0.21
C  -0.63  1.17  -0.08  -0.04
H  1.88  -1.20  0.27  0.25
H  -0.87  -1.72  0.72  0.23
N  0.30  0.06  0.43  -0.37
C  1.63  -0.13  0.01  -0.45
H  -0.65  -1.33  -1.00  0.22

=====

Run c
This record from the OMol25 dataset describes a cluster of 2 separate species, C3H9N2 in total. The level of theory is ωB97M-V/def2-TZVPD.

## Properties
HOMO-LUMO gap (eV): 7.4241
Charge: +1

Each line ends with the natural charge from an NBO analysis.
Atoms and positions in Å:
C  -1.28  1.86  0.10  0.14
H  2.19  -0.63  -0.13  0.23
H  -1.72  2.85  0.18  0.23
H  -1.04  -2.19  -1.21  0.39
H  0.48  2.60  0.38  0.43
N  -0.03  1.73  0.21  -0.59
H  0.02  -1.05  -1.81  0.39
H  -0.33  -2.02  0.93  0.21
C  1.38  -0.89  0.55  -0.63
H  -1.93  1.01  -0.09  0.23
H  0.49  0.80  0.25  0.46
C  0.28  -1.56  0.17  0.06
N  -0.12  -1.78  -1.13  -0.79
H  1.61  -0.73  1.60  0.24

=====

Which is most stable? The ranking, best first, is run a, run c, run b.

=====

Run a
This record from the OMol25 dataset describes a cluster of 2 separate species, C2H3Cl2NO2 in total. The level of theory is ωB97M-V/def2-TZVPD.

## Properties
Structure (SMILES): C=C(Cl)[N+](=O)[O-].Cl
HOMO-LUMO gap (eV): 9.6629

Each line ends with the natural charge from an NBO analysis.
Atoms and positions in Å:
C  -1.37  0.40  -0.17  -0.31
C  -0.07  0.60  -0.50  0.02
Cl  0.34  -2.55  0.65  -0.26
H  -2.30  0.47  -0.68  0.24
H  -1.41  0.18  0.86  0.24
N  0.92  0.82  0.56  0.48
O  2.05  1.13  0.26  -0.33
H  0.81  -2.36  -0.51  0.26
Cl  0.47  0.68  -2.19  0.03
O  0.55  0.65  1.72  -0.37

=====

Run b
This record from the OMol25 dataset describes the molecule C2H3Cl2NO2. The level of theory is ωB97M-V/def2-TZVPD.

## Properties
Structure (SMILES): CC(Cl)(Cl)[N+](=O)[O-]
HOMO-LUMO gap (eV): 11.1902

Each line ends with the natural charge from an NBO analysis.
Atoms and positions in Å:
O  2.76  -0.69  1.28  -0.35
O  3.25  1.23  0.45  -0.34
H  -0.49  -0.54  -0.93  0.24
Cl  1.75  -1.86  -1.01  0.03
N  2.68  0.19  0.48  0.52
C  1.66  -0.11  -0.71  -0.04
H  -0.17  1.11  -0.64  0.23
H  -0.08  0.04  0.84  0.24
Cl  2.12  0.89  -2.05  0.08
C  0.08  0.13  -0.18  -0.60

=====

Run c
This record from the OMol25 dataset describes a cluster of 3 separate species, C2H3Cl2NO2 in total. The level of theory is ωB97M-V/def2-TZVPD.

## Properties
HOMO-LUMO gap (eV): 9.2680

Each line ends with the natural charge from an NBO analysis.
Atoms and positions in Å:
C  -2.63  -0.59  -0.06  1.03
N  1.88  0.93  -0.61  -0.79
O  -2.05  -1.56  -0.36  -0.51
O  -3.14  0.38  0.31  -0.52
H  2.28  1.87  -0.67  0.39
H  0.89  -2.00  1.07  0.26
H  2.58  0.26  -0.62  0.39
C  0.70  0.38  -0.54  0.08
Cl  0.05  -1.21  1.53  -0.22
Cl  -0.57  1.53  -0.07  -0.10

=====

Which is most stable? The ranking, best first, is run c, run b, run a.

=====

Run a
This record from the OMol25 dataset describes the molecule CH5N3O. The level of theory is ωB97M-V/def2-TZVPD.

## Properties
Structure (SMILES): NNC(N)=O
HOMO-LUMO gap (eV): 10.6183

Each line ends with the natural charge from an NBO analysis.
Atoms and positions in Å:
H  1.47  0.39  -1.35  0.37
H  -0.88  -0.33  -1.05  0.36
H  1.25  -1.24  -0.74  0.36
H  1.25  0.36  1.32  0.39
N  0.71  0.14  0.50  -0.49
N  1.47  -0.30  -0.59  -0.66
N  -1.43  0.10  -0.38  -0.85
O  -0.94  0.72  1.86  -0.64
C  -0.59  0.43  0.72  0.76
H  -2.32  -0.27  -0.30  0.40

=====

Run b
This record from the OMol25 dataset describes the molecule CH5N3O. The level of theory is ωB97M-V/def2-TZVPD.

## Properties
Structure (SMILES): N/N=C/NO
HOMO-LUMO gap (eV): 9.8545

Each line ends with the natural charge from an NBO analysis.
Atoms and positions in Å:
N  0.79  -0.89  -0.73  -0.29
C  0.12  -0.42  0.34  0.23
O  0.35  -0.32  -1.87  -0.59
H  0.32  -1.03  1.15  0.17
N  -0.58  0.69  0.47  -0.40
N  -0.57  0.84  1.76  -0.66
H  0.64  -1.74  -1.10  0.38
H  -0.35  0.37  -1.61  0.48
H  -1.59  1.18  2.12  0.33
H  -0.01  1.81  1.95  0.34

=====

Which is most stable? The ranking, best first, is run a, run b.

=====

Run a
This record from the OMol25 dataset describes the molecule CH5N3O. The level of theory is ωB97M-V/def2-TZVPD.

## Properties
Structure (SMILES): NNC(N)=O
HOMO-LUMO gap (eV): 9.9411

Each line ends with the natural charge from an NBO analysis.
Atoms and positions in Å:
N  -1.44  0.03  0.10  -0.70
H  -2.14  0.04  -0.75  0.36
C  0.99  -0.19  -0.03  0.75
O  1.91  -1.06  0.09  -0.70
N  -0.24  -0.79  -0.14  -0.49
N  1.14  1.10  0.01  -0.81
H  2.03  1.48  -0.04  0.42
H  -0.41  -1.77  -0.20  0.40
H  0.26  1.66  0.03  0.42
H  -2.07  -0.50  0.92  0.36

=====

Run b
This record from the OMol25 dataset describes a cluster of 3 separate species, CH5N3O in total. The level of theory is ωB97M-V/def2-TZVPD.

## Properties
HOMO-LUMO gap (eV): 8.1194

Each line ends with the natural charge from an NBO analysis.
Atoms and positions in Å:
H  -0.53  1.93  -0.08  0.36
H  0.93  -1.51  -0.71  0.38
N  -1.35  -0.49  -0.22  -0.80
N  0.90  -0.78  -0.03  -0.32
H  1.92  0.86  0.13  0.50
O  2.15  -0.19  -0.01  -0.58
C  -0.11  0.09  -0.11  0.49
H  -2.53  0.30  0.45  0.36
N  0.26  1.31  -0.11  -0.79
H  -1.65  -1.51  0.67  0.41

=====

Run c
This record from the OMol25 dataset describes a cluster of 2 separate species, CH5N3O in total. The level of theory is ωB97M-V/def2-TZVPD.

## Properties
HOMO-LUMO gap (spin up / spin down) (eV): 8.3175 / 8.5459

Each line ends with the natural charge from an NBO analysis.
Atoms and positions in Å:
H  -1.59  0.91  0.26  0.18
N  0.95  -2.29  0.12  -0.05
H  0.54  -1.68  -1.77  0.34
C  -0.79  0.91  0.91  -0.24
H  -0.77  1.73  1.55  0.19
H  1.28  0.67  -1.41  0.32
N  0.39  0.37  -0.92  -0.36
N  0.64  -1.59  -0.73  -0.15
H  -1.09  -0.01  1.68  0.15
O  0.46  0.98  0.30  -0.38

=====

Which is most stable? The ranking, best first, is run a, run b, run c.